# 1
DFT (ωB97M-V with the def2-TZVPD basis set) results for a molecular structure, C17H9F10O4Pd.

```
! wB97M-V def2-TZVPD RIJCOSX def2/J DEFGRID3
* xyz -1 1
Pd -1.02554 -0.74439 0.96515
C -1.05208 6.06023 0.60756
O 0.28181 5.63811 0.41699
C 0.53975 4.30962 0.56876
C 1.88334 3.93705 0.35619
C 2.21105 2.61749 0.46752
C 1.27903 1.60718 0.79922
C 1.75545 0.24759 0.93716
C 3.19860 -0.07837 0.61882
O 1.06765 -0.70963 1.32814
C -0.08426 1.99493 1.02984
O -1.05053 1.22439 1.37019
C -0.40816 3.37726 0.89261
H -1.05466 7.13575 0.44670
H -1.39659 5.84114 1.62172
H -1.72551 5.58141 -0.10818
H 2.61262 4.69516 0.10999
H 3.24234 2.33671 0.30695
H 3.46842 0.28516 -0.37176
H 3.30911 -1.15922 0.65326
H 3.87667 0.37515 1.34345
H -1.44681 3.62828 1.04791
F -3.15774 0.48146 -0.30219
C -2.93079 -0.63365 0.47337
F -3.75501 -0.48277 1.56689
C -3.56319 -1.78149 -0.33233
F -3.70991 -2.89234 0.38985
F -4.79939 -1.44247 -0.76904
F -2.83997 -2.07060 -1.42329
F 1.83209 -5.55456 -3.13028
C 1.14761 -4.84611 -2.21096
C 0.42875 -5.48408 -1.21183
F 0.41530 -6.82609 -1.16322
C -0.26578 -4.75369 -0.27176
F -0.94249 -5.42340 0.67479
C -0.29449 -3.33858 -0.25282
O -0.96495 -2.73628 0.67320
C 0.44626 -2.73552 -1.28994
F 0.49504 -1.39350 -1.40144
C 1.14444 -3.46601 -2.23495
F 1.83247 -2.82131 -3.19223
*
```

The molar mass comes out at 573.65 g/mol. The HOMO energy is -5.003 eV. The calculation puts the HOMO-LUMO gap at 7.7 eV. For the energy above the lowest of the compared OMol25 structures with the same formula, charge and spin, the calculation gives 0.0000 eV.

Results of the Löwdin charge analysis, in e, for atoms 1 through 5: atom 1 (Pd): 1.046, atom 2 (C): -0.094, atom 3 (O): -0.083, atom 4 (C): -0.287, atom 5 (C): -0.029

---

# 2
DFT (ωB97M-V with the def2-TZVPD basis set) results for a molecular structure, C18H10BrN5O4PtS5.

```
! wB97M-V def2-TZVPD RIJCOSX def2/J DEFGRID3
* xyz -2 1
Pt 0.39655 -1.25072 0.89557
O -5.41282 -4.29073 2.62234
C -4.33350 -3.75866 2.47428
S -3.85111 -2.23831 3.21905
C -2.21855 -2.13499 2.56359
C -1.85937 -3.14457 1.74950
S -0.32282 -3.38119 0.89421
S -3.04772 -4.41560 1.46395
S -1.27568 -0.74939 3.05408
N 2.13388 -1.76016 1.81763
C 2.81700 -2.28973 2.58421
C 3.75654 -2.85202 3.45423
C 4.99390 -2.18559 3.65421
N 6.00342 -1.64689 3.82002
C 3.49685 -4.07154 4.13614
N 3.31632 -5.05327 4.71712
N 1.12732 0.77939 0.95323
C 1.06046 1.66949 -0.17456
C 2.15784 1.84738 -1.00314
C 2.05466 2.67134 -2.11537
C 0.86106 3.32705 -2.39852
C -0.22275 3.15847 -1.54676
C -0.12276 2.33211 -0.43793
S 0.74353 4.44920 -3.79475
O -0.67902 4.47162 -4.10497
O 1.25988 5.70532 -3.27645
O 1.57864 3.83615 -4.81533
H 2.07316 0.63621 1.28575
H 0.55405 1.09656 1.73057
H 3.08109 1.31752 -0.79308
H 2.89418 2.80475 -2.78550
H -1.14536 3.67770 -1.77673
H -0.96411 2.19895 0.22923
Br -0.63550 -0.00826 -4.46738
C -1.34767 -0.09596 -2.72923
C -2.53869 0.53233 -2.42043
C -3.00838 0.42691 -1.12631
C -2.25963 -0.25287 -0.17906
N -1.10772 -0.85450 -0.48766
C -0.66570 -0.80194 -1.75564
H -3.07528 1.09200 -3.17528
H -3.93805 0.89504 -0.83246
H -2.56622 -0.34273 0.85593
H 0.23808 -1.34588 -1.97829
*
```

The molar mass comes out at 795.63 g/mol. The HOMO energy is -2.383 eV. The calculation puts the HOMO-LUMO gap at 6.2 eV. For the energy above the lowest of the compared OMol25 structures with the same formula, charge and spin, the calculation gives 0.5932 eV.

Results of the Löwdin charge analysis, in e, for atoms 1 through 5: atom 1 (Pt): 0.713, atom 2 (O): -0.113, atom 3 (C): -1.062, atom 4 (S): 0.911, atom 5 (C): -1.232

---

> Look up the HOMO-LUMO gap of the first one.

7.7 eV

---

Copy entry 2 word for word.
DFT (ωB97M-V with the def2-TZVPD basis set) results for a molecular structure, C18H10BrN5O4PtS5.

```
! wB97M-V def2-TZVPD RIJCOSX def2/J DEFGRID3
* xyz -2 1
Pt 0.39655 -1.25072 0.89557
O -5.41282 -4.29073 2.62234
C -4.33350 -3.75866 2.47428
S -3.85111 -2.23831 3.21905
C -2.21855 -2.13499 2.56359
C -1.85937 -3.14457 1.74950
S -0.32282 -3.38119 0.89421
S -3.04772 -4.41560 1.46395
S -1.27568 -0.74939 3.05408
N 2.13388 -1.76016 1.81763
C 2.81700 -2.28973 2.58421
C 3.75654 -2.85202 3.45423
C 4.99390 -2.18559 3.65421
N 6.00342 -1.64689 3.82002
C 3.49685 -4.07154 4.13614
N 3.31632 -5.05327 4.71712
N 1.12732 0.77939 0.95323
C 1.06046 1.66949 -0.17456
C 2.15784 1.84738 -1.00314
C 2.05466 2.67134 -2.11537
C 0.86106 3.32705 -2.39852
C -0.22275 3.15847 -1.54676
C -0.12276 2.33211 -0.43793
S 0.74353 4.44920 -3.79475
O -0.67902 4.47162 -4.10497
O 1.25988 5.70532 -3.27645
O 1.57864 3.83615 -4.81533
H 2.07316 0.63621 1.28575
H 0.55405 1.09656 1.73057
H 3.08109 1.31752 -0.79308
H 2.89418 2.80475 -2.78550
H -1.14536 3.67770 -1.77673
H -0.96411 2.19895 0.22923
Br -0.63550 -0.00826 -4.46738
C -1.34767 -0.09596 -2.72923
C -2.53869 0.53233 -2.42043
C -3.00838 0.42691 -1.12631
C -2.25963 -0.25287 -0.17906
N -1.10772 -0.85450 -0.48766
C -0.66570 -0.80194 -1.75564
H -3.07528 1.09200 -3.17528
H -3.93805 0.89504 -0.83246
H -2.56622 -0.34273 0.85593
H 0.23808 -1.34588 -1.97829
*
```

The molar mass comes out at 795.63 g/mol. The HOMO energy is -2.383 eV. The calculation puts the HOMO-LUMO gap at 6.2 eV. For the energy above the lowest of the compared OMol25 structures with the same formula, charge and spin, the calculation gives 0.5932 eV.

Results of the Löwdin charge analysis, in e, for atoms 1 through 5: atom 1 (Pt): 0.713, atom 2 (O): -0.113, atom 3 (C): -1.062, atom 4 (S): 0.911, atom 5 (C): -1.232

---

> Look up the energy above the lowest of the compared OMol25 structures with the same formula, charge and spin of the second one.

0.5932 eV